DFT (wB97M-V/def2-TZVPD) results for a structure of composition C24H40CdF6N3O5S2Si3.

As for the net charge: -1. The calculation puts the HOMO-LUMO gap at 6.80 eV. The value obtained for the energy above the lowest of the compared OMol25 structures with the same formula, charge and spin is 34.8 kcal/mol. As for the multiplicity: 1.

CARTESIAN COORDINATES (ANGSTROEM)
Cd -0.661 -0.756 0.128
C -3.076 -2.154 1.344
C -2.909 -0.900 0.632
C -3.537 -1.099 -0.659
C -3.986 -2.395 -0.733
C -3.697 -3.051 0.509
H -2.771 -2.340 2.366
H -2.961 0.057 1.132
H -3.636 -0.339 -1.421
H -4.445 -2.861 -1.595
H -3.907 -4.088 0.734
F 3.875 -4.087 -0.847
C 3.505 -3.566 -2.012
F 4.055 -2.357 -2.129
F 3.976 -4.337 -2.992
S 1.658 -3.403 -2.165
O 1.360 -2.057 -1.705
O 1.401 -3.703 -3.541
N 1.179 -4.495 -1.125
S -0.122 -4.044 -0.315
O 0.132 -3.206 0.846
O -1.212 -3.659 -1.169
C -0.500 -5.683 0.421
F -0.642 -6.603 -0.530
F 0.493 -6.049 1.235
F -1.626 -5.604 1.115
C 0.314 -1.565 3.324
Si 1.561 -0.422 2.477
C 2.416 0.439 3.926
C 2.874 -1.481 1.665
C 0.741 0.739 1.267
Si 1.928 1.652 0.168
C 1.267 3.333 -0.420
C 2.549 0.866 -1.419
C 3.516 2.117 1.077
Si -0.398 1.894 2.116
C -1.547 1.149 3.403
C 0.469 3.265 3.088
C -1.568 2.782 0.888
C -2.074 4.066 1.112
C -2.933 4.644 0.193
C -3.292 3.920 -0.934
C -2.763 2.648 -1.085
N -1.916 2.095 -0.217
H 0.641 -2.606 3.246
H -0.677 -1.518 2.867
H 0.210 -1.313 4.383
H 2.908 -0.318 4.549
H 1.688 0.958 4.556
H 3.172 1.164 3.613
H 2.538 -1.813 0.678
H 3.057 -2.374 2.271
H 3.822 -0.951 1.541
H 0.361 3.244 -1.029
H 2.041 3.805 -1.036
H 1.031 4.015 0.402
H 1.812 0.250 -1.929
H 3.403 0.214 -1.217
H 2.877 1.667 -2.090
H 3.314 2.744 1.952
H 4.180 2.672 0.404
H 4.056 1.229 1.420
H -0.975 0.748 4.246
H -2.177 0.346 3.019
H -2.196 1.946 3.781
H 0.821 2.859 4.040
H -0.205 4.096 3.322
H 1.341 3.672 2.567
H -1.789 4.609 2.005
H -3.319 5.644 0.350
H -3.964 4.328 -1.678
H -3.030 2.038 -1.945
C -0.328 1.981 -4.948
N -0.701 0.792 -4.215
C -1.080 -0.404 -4.950
C -0.595 0.739 -2.876
O -0.845 -0.263 -2.225
H -1.155 2.323 -5.573
H 0.536 1.793 -5.590
H -0.071 2.775 -4.248
H -1.624 -0.113 -5.848
H -1.709 -1.027 -4.319
H -0.201 -0.987 -5.232
H -0.260 1.677 -2.419



DFT (wB97M-V/def2-TZVPD) results for a cluster of 4 separate species, C24H40F9N3O13S in total in a non-equilibrium geometry.

As for the net charge: 0. As for the SMILES: C=C[C@@H](COCC)O[C@@H]([C@H](CCOC(=O)CC)OCCCC(F)(F)C(F)(F)C(F)(F)C(F)(F)F)S(C)(=O)=O.C[N+](=O)[O-].C[N+](=O)[O-].C[N+](=O)[O-]. The calculation puts the HOMO-LUMO gap at 8.95 eV. As for the multiplicity: 1.

CARTESIAN COORDINATES (ANGSTROEM)
C -4.570 2.247 -1.589
C -4.759 1.076 -2.520
C -3.755 -0.224 -2.224
C -4.792 -1.530 -2.098
O -4.676 -2.242 -0.817
C -5.039 -1.390 0.331
C -3.710 -1.423 1.346
O -2.799 -0.485 -3.312
C -1.749 0.542 -3.395
C -0.299 0.094 -2.749
C 0.433 -1.155 -3.522
C -0.314 -2.606 -3.354
O 0.554 -3.649 -2.749
C 0.822 -3.365 -1.325
O 2.098 -3.041 -0.975
C -0.276 -3.434 -0.104
C -1.659 -4.236 -0.508
O -0.472 -0.208 -1.318
C 0.525 0.527 -0.488
C 0.090 2.136 -0.352
C 1.266 3.053 -1.030
C 1.695 4.387 -0.181
F 1.673 5.529 -1.171
F 0.759 4.777 0.899
C 3.262 4.353 0.379
F 4.162 4.206 -0.824
F 3.553 5.716 0.919
C 3.569 3.129 1.424
F 5.013 3.293 1.839
F 3.471 1.767 0.848
C 2.700 3.163 2.814
F 1.468 2.307 2.702
F 3.553 2.466 3.849
F 2.435 4.515 3.358
S -1.602 0.973 -5.250
C -2.852 2.364 -5.632
O -2.052 -0.321 -6.008
O -0.182 1.454 -5.640
H -5.518 2.867 -1.293
H -3.471 2.454 -1.199
H -5.551 1.024 -3.381
H -3.119 -0.089 -1.237
H -5.925 -1.166 -2.190
H -4.512 -2.241 -3.000
H -5.367 -0.301 0.052
H -5.920 -1.926 0.926
H -3.779 -0.644 2.216
H -3.671 -2.506 1.825
H -2.736 -1.332 0.686
H -2.034 1.569 -2.874
H 0.420 1.036 -2.894
H 1.513 -1.265 -3.026
H 0.635 -0.841 -4.639
H -0.638 -2.955 -4.449
H -1.279 -2.535 -2.696
H -0.531 -2.350 0.309
H 0.189 -4.016 0.816
H -2.272 -4.604 0.447
H -2.361 -3.443 -1.035
H -1.499 -5.102 -1.294
H 0.446 0.062 0.599
H 1.630 0.393 -0.880
H -0.186 2.405 0.752
H -0.890 2.233 -1.024
H 2.258 2.461 -1.297
H 0.837 3.419 -2.082
H -3.935 1.953 -5.834
H -2.534 2.974 -6.603
H -2.943 3.090 -4.698
C 6.254 1.960 5.991
N 6.673 0.685 6.633
O 6.826 0.692 7.860
O 6.838 -0.287 5.887
H 6.147 2.726 6.763
H 7.030 2.239 5.275
H 5.300 1.779 5.493
C 1.156 1.991 5.821
N -0.138 1.383 6.234
O -0.182 0.150 6.319
O -1.072 2.160 6.462
H 1.883 1.194 5.655
H 0.978 2.549 4.900
H 1.483 2.650 6.628
C 2.913 -6.566 0.157
N 1.492 -6.986 0.288
O 0.631 -6.102 0.206
O 1.281 -8.190 0.469
H 2.950 -5.485 0.002
H 3.424 -6.841 1.082
H 3.335 -7.093 -0.702



DFT (wB97M-V/def2-TZVPD) results for a structure of composition C24H40N3NiO9 in a non-equilibrium geometry.

Its expectation value of S² is 3.7903. As for the net charge: -2. The calculation puts the HOMO-LUMO gap (alpha / beta) at 3.15 / 4.88 eV. As for the multiplicity: 4.

CARTESIAN COORDINATES (ANGSTROEM)
Ni -10.560 -7.207 20.760
N -11.453 -9.007 23.215
O -11.111 -9.359 24.354
O -12.542 -9.478 22.861
O -10.732 -8.401 22.473
C -9.638 -3.528 22.674
C -8.621 -2.544 22.416
C -7.701 -2.755 21.117
O -6.801 -1.887 20.820
C -7.940 -3.918 20.271
C -8.934 -4.790 20.639
C -9.782 -4.612 21.869
O -10.698 -5.467 22.202
O -9.112 -5.797 19.813
O -8.514 -1.365 22.899
H -10.148 -3.514 23.626
H -7.386 -4.033 19.351
C -13.588 -4.672 24.719
C -13.106 -5.482 25.932
C -12.781 -4.482 27.106
C -13.976 -3.924 27.832
C -14.794 -5.115 28.321
C -15.260 -6.083 27.165
N -14.040 -6.539 26.442
O -14.439 -7.493 25.491
C -15.841 -7.317 27.973
C -16.489 -5.608 26.297
C -11.786 -6.163 25.564
H -12.858 -4.017 24.243
H -14.562 -4.224 24.916
H -13.857 -5.340 23.901
H -12.242 -5.063 27.855
H -12.180 -3.688 26.663
H -14.662 -3.302 27.258
H -13.587 -3.355 28.676
H -15.621 -4.748 28.930
H -14.165 -5.688 29.002
H -16.385 -7.108 28.894
H -16.495 -7.859 27.290
H -15.073 -8.000 28.336
H -16.532 -6.079 25.315
H -17.498 -5.670 26.706
H -16.410 -4.538 26.104
H -11.574 -6.989 26.243
H -10.885 -5.570 25.716
H -11.761 -6.846 24.715
H -15.093 -6.943 25.053
C -9.733 -14.034 27.262
C -9.799 -12.740 26.295
C -8.381 -12.278 25.933
C -7.677 -12.937 24.747
C -8.597 -12.908 23.467
C -10.070 -13.328 23.798
N -10.574 -12.683 25.036
O -11.840 -12.988 25.279
C -10.965 -12.937 22.610
C -10.089 -14.890 23.935
C -10.302 -11.501 27.088
H -10.623 -14.269 27.845
H -8.958 -14.101 28.025
H -9.435 -14.883 26.647
H -8.362 -11.211 25.712
H -7.799 -12.452 26.838
H -7.419 -13.946 25.069
H -6.761 -12.424 24.455
H -8.136 -13.447 22.639
H -8.785 -11.863 23.219
H -11.831 -13.563 22.398
H -11.347 -11.919 22.678
H -10.382 -12.984 21.690
H -11.017 -15.278 24.355
H -9.954 -15.370 22.965
H -9.396 -15.433 24.577
H -10.195 -10.523 26.619
H -9.681 -11.231 27.942
H -11.302 -11.741 27.449
H -11.880 -13.908 25.551



DFT (wB97M-V/def2-TZVPD) results for a cluster of 7 separate species, C24H40N3O11 in total in a non-equilibrium geometry.

As for the net charge: +1. The calculation puts the HOMO-LUMO gap at 7.44 eV. The value obtained for the energy above the lowest of the compared OMol25 structures with the same formula, charge and spin is 0.0 kcal/mol. As for the multiplicity: 1.

CARTESIAN COORDINATES (ANGSTROEM)
C 1.612 2.819 2.401
C 1.080 4.064 1.633
O 1.078 5.096 2.329
N 0.594 3.899 0.216
H 1.498 4.134 -0.268
H 0.271 3.042 0.094
C -0.442 4.848 -0.294
H 1.745 1.865 1.860
H 0.942 2.411 3.271
H 2.552 2.774 2.720
H -1.027 4.594 -1.218
H 0.056 5.838 -0.326
H -1.092 5.051 0.358
C 3.985 -1.330 -0.705
C 3.438 -1.380 -2.066
O 4.187 -1.707 -3.020
N 1.939 -0.953 -2.291
H 1.441 -1.553 -1.493
H 2.056 -0.111 -1.866
C 1.348 -1.106 -3.574
H 5.017 -1.715 -0.764
H 3.584 -2.148 0.030
H 3.922 -0.450 -0.169
H 1.453 -2.096 -4.110
H 1.467 -0.453 -4.353
H 0.221 -0.669 -3.584
N -0.073 0.051 -0.035
O 1.052 -0.388 0.270
O -0.799 -0.457 -0.831
O -0.212 1.303 0.076
C 1.332 -4.773 -2.422
C 0.785 -4.465 -1.063
C 1.412 -5.304 0.073
O 1.001 -3.155 -0.787
H 2.191 -3.876 -2.540
H 0.434 -4.682 -3.223
H 1.794 -5.906 -2.424
H -0.219 -4.603 -1.019
H 1.154 -6.243 -0.235
H 0.956 -5.208 1.149
H 2.370 -5.110 0.152
H 0.667 -2.881 -0.008
C -4.260 0.394 0.617
C -3.821 1.531 1.363
C -5.012 1.817 2.358
O -2.552 1.332 1.867
H -3.666 0.018 -0.212
H -4.982 0.647 -0.115
H -4.486 -0.503 1.226
H -3.795 2.576 0.746
H -5.066 1.051 2.926
H -5.909 2.004 1.711
H -4.747 2.515 3.138
H -1.972 1.038 1.085
C -2.629 2.233 -2.547
C -1.491 1.936 -3.344
C -1.540 1.817 -4.856
O -0.460 1.636 -5.575
C -2.810 1.989 -5.466
C -4.068 1.978 -4.735
C -3.980 2.289 -3.258
O -4.892 2.762 -2.630
H -2.578 2.199 -1.363
H -0.670 1.646 -2.696
H -2.655 2.195 -6.547
H -5.033 2.041 -5.100
C 0.937 -1.546 4.237
C 2.202 -1.262 3.441
C 3.567 -1.341 4.229
O 4.622 -1.365 3.676
C 3.487 -1.470 5.637
C 2.139 -1.633 6.347
C 0.937 -1.647 5.685
O -0.126 -1.766 6.385
H -0.010 -1.727 3.615
H 2.105 -1.195 2.363
H 4.343 -1.589 6.396
H 2.096 -1.662 7.450



The records above yield calculated total energy values of -3910.931344, -3376.940522, -3287.856676, -1929.510609 Eh, respectively.